Entry 1:
A structure of composition C13H21Cl2N4O2Re at a distorted geometry, computed with the ωB97M-V functional and the def2-TZVPD basis.

The geometry in XYZ format:
```
43
Properties=species:S:1:pos:R:3
Re -0.1632 -0.1217 -0.0097
N -0.0765 2.0545 0.0088
C 1.3099 2.5021 0.3624
C 2.2901 1.5939 -0.3472
N 1.9854 0.1604 -0.0075
C 2.5802 -0.1733 1.3405
C 1.6052 -0.9780 2.1735
N 0.2716 -0.2898 2.1105
C 2.4992 -0.7719 -1.0633
C 1.7699 -0.5431 -2.3803
N 0.2945 -0.2861 -2.1407
H -0.7359 2.4685 0.6682
H -0.3320 2.4686 -0.8877
H 1.4699 3.5414 0.0773
H 1.4161 2.4458 1.4456
H 2.1979 1.7278 -1.4237
H 3.3222 1.8274 -0.0806
H 3.5202 -0.7094 1.2087
H 2.8148 0.7633 1.8454
H 1.4719 -1.9856 1.7813
H 1.9550 -1.0575 3.2026
H -0.4131 -0.8676 2.5998
H 0.3120 0.5754 2.6490
H 3.5743 -0.6325 -1.1987
H 2.3368 -1.7880 -0.6996
H 2.1759 0.3041 -2.9267
H 1.8910 -1.4141 -3.0211
H 0.0108 0.5052 -2.7160
H -0.2271 -1.0743 -2.5226
Cl -6.3110 -4.1060 -0.0069
C -5.0797 -2.9591 -0.0070
C -5.3839 -1.5977 0.0092
C -4.3725 -0.6513 0.0086
Cl -4.7399 1.0021 0.0271
C -3.0168 -1.0659 -0.0078
O -2.0695 -0.1592 -0.0118
C -2.7130 -2.4607 -0.0235
C -1.3527 -2.9347 -0.0429
O -0.3434 -2.2025 -0.0389
C -3.7351 -3.3902 -0.0242
H -6.4180 -1.2768 0.0220
H -1.1821 -4.0140 -0.0634
H -3.5218 -4.4526 -0.0376
```

Values from the calculation:
energy above the lowest of the compared OMol25 structures with the same formula, charge and spin: 0.0 kJ/mol
orbital gap (spin up / spin down): 0.226 / 0.196 Ha
multiplicity: 2
total charge: +3

Results of the Mulliken charge analysis, in e, for atoms 1 through 2:
1. Re 1.6957
2. N -0.5936

Entry 2:
The ion C5H12NO with charge +1 at a distorted geometry, computed with the ωB97M-V functional and the def2-TZVPD basis.

The geometry in XYZ format:
```
19
Properties=species:S:1:pos:R:3
C -0.8377 2.1871 -0.3292
C -0.3433 0.8386 -0.8593
C -1.4326 -0.1727 -1.2373
C 0.5953 0.1369 0.1801
N -0.1391 -0.0738 1.5139
C 1.1947 -1.2034 -0.1662
O 1.5110 -1.9914 0.6794
H -1.0306 2.9209 -1.1040
H -1.7491 2.1610 0.2871
H -0.0679 2.4773 0.3992
H 0.3376 1.1007 -1.6673
H -1.9185 -0.6241 -0.3578
H -2.2916 0.3177 -1.6947
H -1.1090 -0.9749 -1.8976
H 1.3594 0.8726 0.4728
H 0.2402 -0.9710 1.8595
H -1.1457 -0.1174 1.3545
H 0.0555 0.6666 2.1846
H 0.9550 -1.5980 -1.1709
```

Values from the calculation:
structure (SMILES): CC(C)[C@@H]([NH3+])C=O
energy above the lowest of the compared OMol25 structures with the same formula, charge and spin: 86.9 kJ/mol
orbital gap: 0.402 Ha
total charge: +1

Results of the Mulliken charge analysis, in e, for atoms 1 through 2:
1. C -1.4227
2. C 0.3932